1.
# C7H15N3O

A gas-phase ion, C7H15N3O (charge +2) in a non-equilibrium geometry (wB97M-V/def2-TZVPD, the OMol25 dataset).

Orbital gap = 10.2 eV
Charge = +2
HOMO = -16.72 eV
Relative energy (zero: lowest compared OMol25 entry of this formula, charge and spin) = 63.23 kJ/mol
Energy = -514.5869 a.u.
Molecular weight = 157.2 Da

Structure (XYZ):
```
26
Properties=species:S:1:pos:R:3:mulliken_charge:R:1
C 0.12 1.90 -3.82 -1.1774
C -0.38 1.51 -2.48 0.6526
C -1.58 1.18 -2.04 -0.5869
N -1.48 0.89 -0.70 0.0319
C -0.20 0.82 -0.36 0.0358
C 0.61 0.34 1.06 -0.2719
O 1.97 0.43 0.83 -0.6342
C 0.20 -1.10 1.51 0.3286
C -1.21 -1.31 1.79 -1.6081
N 1.08 -1.42 2.61 -0.2228
N 0.50 1.08 -1.49 -0.0156
H -0.35 2.78 -4.36 0.3490
H 1.18 2.07 -3.77 0.3321
H -0.24 1.12 -4.55 0.3076
H -2.59 1.15 -2.50 0.4037
H -2.09 0.42 -0.01 0.2633
H 0.46 0.94 1.84 0.6515
H 2.43 1.23 0.96 0.3683
H 0.44 -1.81 0.64 0.1627
H -1.87 -1.29 0.96 0.5144
H -1.83 -0.74 2.57 0.3791
H -1.35 -2.48 2.15 0.3414
H 0.84 -0.83 3.46 0.4102
H 2.00 -1.10 2.46 0.3388
H 1.14 -2.45 2.89 0.4207
H 1.49 1.17 -1.62 0.2253
```

2.
# C3H4O2

A single C3H4O2 molecule in a non-equilibrium geometry (wB97M-V/def2-TZVPD, the OMol25 dataset).

Orbital gap (spin up / spin down) = 7.2 / 9.8 eV
Charge = 0
HOMO (spin up / spin down) = -6.60 / -10.71 eV
Relative energy (zero: lowest compared OMol25 entry of this formula, charge and spin) = 75.40 kJ/mol
Energy = -267.0009 a.u.
Molecular weight = 72.1 Da
Multiplicity = 3

Structure (XYZ):
```
9
Properties=species:S:1:pos:R:3:mulliken_spin:R:1
C -1.76 -0.21 -0.05 1.6628
C -0.21 -0.45 0.09 0.0728
C 0.93 0.57 -0.22 0.0300
O -2.13 1.00 -0.05 0.1141
O 0.88 1.72 0.11 0.0141
H -0.16 -0.61 1.18 0.0328
H 0.02 -1.41 -0.38 0.0134
H 1.76 0.14 -0.80 0.0114
H -1.45 1.71 0.01 0.0487
```

3.
# C6H10N2

A molecular structure, C6H10N2 in a non-equilibrium geometry (wB97M-V/def2-TZVPD, the OMol25 dataset).

Orbital gap = 8.0 eV
Charge = 0
HOMO = -7.25 eV
Relative energy (zero: lowest compared OMol25 entry of this formula, charge and spin) = 392.08 kJ/mol
Energy = -343.9874 a.u.
Molecular weight = 110.2 Da

Structure (XYZ):
```
18
Properties=species:S:1:pos:R:3:mulliken_charge:R:1
C 0.57 1.63 0.25 -0.8386
C -0.76 1.46 0.39 -0.1465
C 1.24 0.42 -0.12 1.0132
C 2.59 0.25 -0.42 -1.1195
C -2.39 -0.16 -0.42 -0.8167
C 0.50 -1.72 0.51 -0.9242
N -1.17 0.18 0.22 0.0326
N 0.32 -0.63 -0.38 -0.2254
H 1.13 2.62 0.31 0.2592
H -1.56 2.24 0.66 0.3111
H 2.93 -0.68 -0.95 0.2830
H 3.11 1.18 -0.48 0.3217
H -2.33 -1.25 -0.79 0.2591
H -3.22 -0.11 0.23 0.3459
H -2.73 0.57 -1.32 0.2554
H 0.03 -2.61 0.21 0.2608
H 1.58 -1.97 0.60 0.3901
H 0.16 -1.41 1.50 0.3389
```

4.
# C10H27ClO5P

4 unconnected molecules or ions with the total composition C10H27ClO5P in a non-equilibrium geometry (wB97M-V/def2-TZVPD, the OMol25 dataset).

Orbital gap = 5.2 eV
Charge = -1
HOMO = -2.87 eV
Energy = -1574.8744 a.u.
Molecular weight = 293.7 Da

Structure (XYZ):
```
44
Properties=species:S:1:pos:R:3:mulliken_charge:R:1
C -1.48 0.23 0.75 -0.5344
C -1.22 -1.24 0.31 0.1769
O -2.21 -2.22 0.46 -0.3235
C -3.20 -2.05 1.45 -0.5508
C -4.68 -1.84 0.80 -0.2685
Cl -4.55 -2.24 -1.01 -0.3225
P -5.15 -0.05 0.81 0.2960
O -6.65 0.17 0.98 -0.6590
H -0.78 0.50 1.56 0.2035
H -2.49 0.47 1.14 -0.0867
H -1.30 0.90 -0.11 0.2911
H -0.28 -1.58 0.83 0.1364
H -0.93 -1.22 -0.76 -0.0285
H -2.99 -1.30 2.23 0.3871
H -3.28 -3.03 1.98 0.2577
H -4.62 0.60 -0.36 0.0148
H -4.51 0.65 1.91 -0.0367
C 1.27 -3.96 -2.80 -1.0336
C 1.41 -2.47 -3.07 -0.3399
O 1.29 -1.73 -1.86 -0.4110
H 0.31 -4.17 -2.34 0.2688
H 1.35 -4.53 -3.73 0.3587
H 2.05 -4.30 -2.11 0.3183
H 0.62 -2.13 -3.74 0.2902
H 2.38 -2.25 -3.54 0.2658
H 1.99 -2.02 -1.27 0.2676
C 0.14 3.90 3.84 -1.0657
C 0.87 3.37 2.62 -0.2076
O -0.04 3.08 1.57 -0.4224
H -0.60 3.18 4.19 0.2770
H 0.83 4.12 4.65 0.3376
H -0.41 4.82 3.59 0.3219
H 1.40 2.45 2.87 0.2753
H 1.60 4.10 2.26 0.2750
H -0.50 3.89 1.35 0.2364
C 4.53 0.61 -2.22 -0.9393
C 3.63 1.34 -1.23 -0.1967
O 2.26 1.15 -1.57 -0.4748
H 4.35 0.97 -3.23 0.2476
H 5.58 0.76 -1.97 0.3477
H 4.32 -0.46 -2.22 0.2196
H 3.83 2.41 -1.25 0.3060
H 3.80 0.97 -0.21 0.2401
H 2.08 0.20 -1.54 0.2849
```